[1]
Computed, not measured: C35H31AlBr2ClN6P as an isolated structure at a distorted geometry, with wB97M-V/def2-TZVPD.

XYZ file:
```
77
Properties=species:S:1:pos:R:3:forces:R:3
Al 0.358150 -1.012119 -0.586807 -0.1947 0.4565 -0.7849
Cl 0.405646 -0.711987 1.662369 -0.6479 0.1389 0.9309
C 2.051462 -0.649728 2.269873 1.0089 0.0122 0.0042
C 2.220199 -0.793871 3.633943 -0.3405 -0.0218 0.0420
C 3.504955 -0.750067 4.150232 0.0450 0.0091 -0.0631
C 4.590898 -0.569222 3.303962 0.0182 -0.0032 0.0192
C 4.395651 -0.437216 1.939607 -0.0522 -0.0066 0.0435
C 3.113377 -0.470552 1.390116 -0.2115 -0.0160 -0.0991
P 2.881474 -0.357082 -0.421753 0.3260 -0.0608 0.3625
C 4.266482 -1.376554 -1.015733 -0.2295 -0.0135 -0.1106
C 4.215008 -2.746633 -0.754298 0.0315 -0.0293 0.0272
C 5.273593 -3.560119 -1.119533 -0.0036 -0.0368 0.0069
C 6.385054 -3.016654 -1.749383 0.0110 0.0231 -0.0218
C 6.439770 -1.655266 -2.006614 0.0261 0.0053 -0.0160
C 5.384878 -0.830603 -1.642909 -0.0162 -0.0264 0.0402
C 3.346655 1.360726 -0.817221 -0.1443 -0.1084 -0.0280
C 3.556440 2.323066 0.168594 -0.0211 -0.0724 -0.0062
C 3.922531 3.613795 -0.187211 -0.0176 0.0648 0.0103
C 4.085763 3.950520 -1.522821 0.0325 0.0026 0.0068
C 3.881814 2.994785 -2.509845 -0.0361 0.0068 -0.0548
C 3.504179 1.707823 -2.161828 -0.0573 0.0034 0.0381
H 1.365425 -0.943231 4.281048 0.0252 -0.0020 0.0002
H 3.651625 -0.867783 5.214892 0.0000 0.0057 0.0009
H 5.593678 -0.542891 3.708097 -0.0056 0.0053 -0.0012
H 5.244652 -0.313639 1.278780 0.0139 -0.0196 0.0013
H 3.356451 -3.180214 -0.257678 0.0949 0.0291 -0.0086
H 5.230575 -4.620976 -0.911836 0.0016 0.0070 -0.0010
H 7.210207 -3.653972 -2.037652 -0.0020 -0.0011 0.0090
H 7.308855 -1.226304 -2.487228 -0.0043 -0.0107 -0.0044
H 5.451139 0.229998 -1.837008 0.0335 -0.0094 0.0072
H 3.464458 2.061093 1.215160 -0.0204 0.0432 0.0009
H 4.099540 4.354645 0.581799 0.0005 -0.0212 0.0054
H 4.395699 4.950937 -1.795164 -0.0152 -0.0051 0.0042
H 4.033858 3.249145 -3.551094 -0.0108 -0.0067 0.0113
H 3.375599 0.957040 -2.934233 -0.0242 0.0256 -0.0284
C -0.238715 4.529459 0.267587 -0.1061 -0.0132 0.0951
C -0.076583 3.372825 -0.668040 0.0376 -0.0734 -0.1281
C -0.055141 3.529645 -2.052306 0.0284 -0.0087 0.1046
C 0.089617 2.429873 -2.884972 0.0608 -0.0494 -0.1181
C 0.226756 1.202480 -2.284357 0.0778 0.0616 0.0198
Br 0.479009 -0.411808 -3.239068 -0.0155 0.1371 -0.1859
N 0.192710 1.010270 -0.964658 -0.0227 -0.1343 -0.3831
C 0.041651 2.079546 -0.176858 0.0286 0.0500 0.1600
H -0.036237 5.473902 -0.231884 0.0408 -0.0015 0.0127
H 0.421742 4.432135 1.129033 0.0240 0.0378 -0.0282
H -1.263249 4.564428 0.644390 0.0163 0.0304 -0.0048
H -0.139947 4.518985 -2.484445 -0.0260 -0.0039 -0.0010
H 0.109327 2.525555 -3.961264 0.0177 0.0052 0.0108
H 0.021401 1.892208 0.889713 -0.0118 -0.0099 -0.0105
Br 0.744107 -3.231700 -0.915160 0.0167 -0.1223 -0.1045
C -2.101519 -3.096913 0.789394 -0.0619 -0.1402 0.0917
C -2.463017 -1.982428 -0.121755 0.0780 0.0982 0.1678
N -1.664383 -1.010132 -0.592382 0.2822 -0.3384 0.0231
C -2.479756 -0.163452 -1.338969 -0.1672 0.0123 0.0591
C -3.743834 -0.630063 -1.311811 0.0912 0.1858 0.0139
N -3.718213 -1.768947 -0.540468 -0.0332 -0.0677 -0.2321
C -4.903239 -2.557403 -0.192720 0.0532 0.0170 0.1991
N -5.594685 -1.982084 0.912896 -0.1282 -0.0912 -0.0416
N -5.033376 -2.059641 2.154471 -0.0046 0.0235 -0.2160
N -5.758821 -1.425687 2.977569 -0.0002 0.0399 0.3593
C -6.847534 -0.898671 2.316603 0.0331 -0.1095 -0.5130
C -7.918606 -0.133324 2.781026 -0.0343 -0.0035 0.0443
C -8.853993 0.262518 1.852764 0.0047 0.0446 0.1892
C -8.743237 -0.091334 0.496220 0.0603 -0.0535 -0.0877
C -7.696472 -0.852445 0.021320 -0.0998 -0.0027 -0.1656
C -6.750220 -1.250435 0.962631 0.1071 0.1503 0.4251
H -1.107276 -2.962624 1.199060 -0.0397 -0.0175 0.0176
H -2.106302 -4.053592 0.263462 0.0103 0.0345 -0.0310
H -2.820686 -3.145253 1.608559 0.0131 0.0502 -0.0025
H -2.131424 0.723958 -1.830315 0.0546 -0.0144 -0.0137
H -4.647331 -0.238900 -1.747562 -0.0076 -0.0637 0.0090
H -4.587002 -3.567354 0.055455 0.0154 -0.0029 -0.0541
H -5.560271 -2.585813 -1.057475 -0.0133 -0.0267 -0.0098
H -8.002480 0.120224 3.828732 -0.0033 0.0256 -0.0135
H -9.699973 0.857042 2.169257 -0.0016 -0.0150 -0.0056
H -9.510152 0.240526 -0.190859 0.0131 -0.0170 -0.0136
H -7.638413 -1.132464 -1.023414 -0.0018 0.0092 0.0177
```
Positions in Å, forces in eV/Å.

## Properties
Highest occupied orbital energy   -13.01 eV
Charge   +2
Relative energy (zero: lowest compared OMol25 entry of this formula, charge and spin)   58.8 kJ/mol

Atomic partial charges in e from the Mulliken method, atoms 1 to 8:
1. Al 0.2919
2. Cl -0.0773
3. C 0.9050
4. C -0.7156
5. C -0.5976
6. C -0.8946
7. C -0.1077
8. C -0.5158

=====

[2]
Computed, not measured: C33H36IrN3O2Te as an isolated structure, with wB97M-V/def2-TZVPD.

XYZ file:
```
76
Properties=species:S:1:pos:R:3:forces:R:3
Ir -0.530777 0.042808 -0.606269 0.1482 0.0396 0.2870
N -0.516433 -2.097056 -0.592206 0.0535 -0.0062 -0.0207
C -1.620496 -2.967322 -0.073930 -0.0214 -0.0201 -0.0220
C -2.999544 -2.498175 -0.520150 -0.0164 -0.0146 0.0054
C -3.747826 -1.733787 0.573431 0.0059 0.0014 0.0052
C -2.924358 -0.659022 1.257291 -0.0094 -0.0240 -0.0351
N -2.388066 0.320309 0.252706 -0.1753 -0.0109 -0.0773
H -0.271683 -2.422520 -1.525073 0.0070 -0.0052 -0.0045
H 0.300853 -2.296997 -0.017179 -0.0040 -0.0222 -0.0056
H -1.535870 -2.975292 1.012082 0.0062 0.0063 0.0063
H -1.423445 -3.981848 -0.419693 0.0024 0.0035 -0.0017
H -3.602639 -3.357668 -0.811175 0.0040 0.0030 -0.0066
H -2.898763 -1.896015 -1.430733 -0.0006 0.0097 0.0040
H -4.061994 -2.435169 1.348812 0.0023 0.0031 0.0037
H -4.667005 -1.303294 0.165701 0.0029 0.0016 -0.0035
H -2.081183 -1.068709 1.811832 -0.0073 0.0297 0.0038
H -3.544581 -0.100721 1.959312 -0.0081 -0.0024 -0.0010
H -2.339404 1.235163 0.700057 0.0322 -0.0156 0.0134
H -3.085157 0.416127 -0.485201 -0.0197 0.0269 0.0169
C -0.573706 3.529341 5.390647 0.0016 0.0029 0.0006
C -0.372604 2.570838 4.249177 -0.0050 0.0079 0.0042
C -0.175814 1.206415 4.468827 0.0171 -0.0192 0.0070
C -0.008278 0.308554 3.429714 0.0286 -0.0021 -0.0283
C 0.089191 -1.171881 3.711883 -0.0159 0.0029 0.0454
O -0.655728 -1.940965 3.130584 0.0281 -0.0211 0.0069
C 1.062912 -1.637938 4.722956 0.0012 -0.0011 -0.0031
C 0.886584 -2.906201 5.279740 0.0003 0.0012 0.0001
C 1.788130 -3.382711 6.213047 -0.0002 -0.0028 -0.0020
C 2.879301 -2.604554 6.583903 -0.0015 0.0014 0.0031
C 3.067863 -1.347834 6.025941 -0.0005 0.0011 -0.0014
C 2.157530 -0.860061 5.102200 0.0046 0.0033 -0.0034
C -0.002036 0.757099 2.099523 -0.0469 0.0226 0.0127
O 0.246137 -0.176945 1.175920 -0.1416 0.0441 -0.0803
C -0.186201 2.142501 1.841378 0.0017 -0.0173 0.0115
C -0.368039 3.007266 2.941077 -0.0032 -0.0036 -0.0043
C -0.236139 2.751353 0.507597 0.0480 0.0481 -0.0043
N -0.437292 2.035386 -0.551128 0.0783 -0.1476 -0.0474
C -0.474288 2.501452 -1.936189 -0.1809 0.0232 0.0041
C -1.026252 1.334794 -2.802048 0.4130 -0.0700 -0.1346
Te 0.312162 0.701106 -4.390019 -0.0823 0.0251 0.0997
C 1.342226 -0.454310 -2.945151 0.0074 0.0504 0.0230
C 1.644447 0.087451 -1.666975 -0.0029 -0.0261 -0.0500
C 2.316973 -0.703573 -0.719452 0.1054 -0.0534 -0.0299
C 2.692227 -2.004150 -1.023717 -0.0053 0.0550 0.0265
C 2.409317 -2.512928 -2.282956 -0.0573 0.0269 -0.0578
C 1.713129 -1.755374 -3.231956 0.0018 -0.0651 0.0205
C -0.069266 4.221151 0.367731 -0.0050 0.0370 -0.0117
C -1.134807 5.024812 -0.029236 -0.0102 -0.0164 0.0213
C -0.955890 6.393434 -0.156250 0.0063 0.0051 0.0001
C 0.288016 6.956792 0.095658 -0.0024 0.0018 -0.0068
C 1.350460 6.156169 0.491357 -0.0020 0.0006 -0.0008
C 1.172248 4.789250 0.641179 -0.0051 -0.0146 -0.0106
H -0.636978 3.001957 6.340326 -0.0008 0.0000 -0.0005
H -1.490297 4.105422 5.263654 0.0008 0.0012 -0.0021
H 0.253708 4.237017 5.455186 0.0011 -0.0019 -0.0005
H -0.168790 0.829038 5.485553 -0.0072 -0.0004 -0.0027
H 0.032954 -3.498096 4.978338 0.0009 -0.0002 0.0002
H 1.643981 -4.358585 6.656201 0.0001 0.0003 0.0001
H 3.584268 -2.979826 7.313803 0.0003 -0.0004 -0.0006
H 3.920842 -0.748714 6.314198 0.0002 -0.0007 -0.0012
H 2.309243 0.119868 4.667487 0.0014 -0.0025 -0.0007
H -0.521210 4.060748 2.744994 0.0046 0.0028 -0.0002
H 0.530943 2.778990 -2.253929 0.0159 0.0077 -0.0474
H -1.095490 3.385272 -2.069296 -0.0196 -0.0046 0.0760
H -2.016097 1.557422 -3.196101 0.0137 -0.0241 -0.0681
H -1.195463 0.290583 -2.363977 -0.2218 0.0642 0.1376
H 1.675822 1.158583 -1.527791 0.0038 0.0691 -0.0316
H 2.559645 -0.276785 0.244548 0.0187 -0.0082 -0.0326
H 3.229987 -2.600192 -0.298758 -0.0023 -0.0048 -0.0012
H 2.723281 -3.516701 -2.540874 0.0039 -0.0051 0.0030
H 1.480720 -2.193651 -4.194409 0.0036 0.0039 -0.0010
H -2.111958 4.589595 -0.208467 0.0014 -0.0006 -0.0049
H -1.787758 7.020844 -0.445988 0.0007 -0.0006 -0.0016
H 0.426683 8.024247 -0.008637 0.0002 -0.0002 0.0017
H 2.316516 6.597555 0.694839 -0.0003 -0.0012 0.0005
H 1.993009 4.165558 0.974826 0.0037 0.0025 -0.0002
```
Positions in Å, forces in eV/Å.

## Properties
Highest occupied orbital energy   -13.64 eV
Charge   +2
Relative energy (zero: lowest compared OMol25 entry of this formula, charge and spin)   8.3 kJ/mol

Atomic partial charges in e from the Mulliken method, atoms 1 to 8:
1. Ir 2.2654
2. N -0.8201
3. C -0.6488
4. C -0.6849
5. C -1.0926
6. C 0.1638
7. N -0.4864
8. H 0.3590

=====

[3]
Computed, not measured: C32H38ClIrN3P2Se as an isolated structure, with wB97M-V/def2-TZVPD.

XYZ file:
```
78
Properties=species:S:1:pos:R:3:forces:R:3
Ir 0.556764 -1.362242 -0.004211 0.1480 -0.1589 -0.0520
C -1.568078 0.728206 -3.185467 -0.0176 0.0203 -0.0085
N -1.121744 -0.084160 -2.059910 -0.0593 0.0132 -0.0273
P -0.264143 -1.554618 -2.065454 0.0894 0.0455 0.1127
C -1.420839 -2.860569 -2.508943 -0.0482 -0.0176 -0.0268
C -2.785458 -2.629495 -2.647400 0.0180 -0.0047 0.0191
C -3.641265 -3.680636 -2.948135 0.0025 0.0151 -0.0055
C -3.135942 -4.962112 -3.101893 -0.0044 -0.0081 0.0017
C -1.774098 -5.198074 -2.958058 0.0172 -0.0096 -0.0047
C -0.916204 -4.151723 -2.665663 -0.0076 0.0016 0.0131
C 0.908682 -1.515077 -3.436056 -0.0172 0.0031 -0.0037
C 2.255192 -1.245442 -3.208441 0.0019 0.0037 0.0260
C 3.127852 -1.140780 -4.281202 0.0219 0.0101 -0.0273
C 2.661698 -1.300845 -5.577871 -0.0176 -0.0127 0.0002
C 1.320242 -1.579023 -5.809594 0.0044 0.0025 0.0259
C 0.445376 -1.692566 -4.741520 0.0070 -0.0009 -0.0081
P -0.638710 0.425922 -0.511644 -0.0555 0.1006 0.0538
C 0.255385 1.991148 -0.698514 -0.0395 0.0043 -0.0072
C -0.439331 3.199512 -0.780409 0.0346 0.0007 0.0066
C 0.247835 4.382324 -1.006856 0.0003 -0.0014 0.0026
C 1.629063 4.366321 -1.150569 -0.0168 0.0178 0.0001
C 2.324238 3.168322 -1.066417 0.0129 -0.0290 -0.0004
C 1.641026 1.981834 -0.841152 0.0163 0.0090 -0.0089
C -2.129855 0.879488 0.390822 -0.0129 -0.0289 -0.0276
C -1.995736 1.497286 1.633495 0.0268 0.0094 0.0198
C -3.119259 1.796313 2.381757 -0.0525 -0.0057 -0.0184
C -4.383453 1.470563 1.901069 0.0345 0.0203 0.0279
C -4.519821 0.845464 0.672741 0.0101 -0.0206 -0.0366
C -3.392753 0.547856 -0.083644 -0.0463 0.0311 0.0193
H -0.740367 1.269436 -3.648640 0.0090 -0.0087 -0.0034
H -2.312042 1.449198 -2.844244 0.0079 0.0022 0.0126
H -2.037016 0.093526 -3.937447 0.0119 -0.0112 -0.0025
H -3.180526 -1.629723 -2.521804 -0.0026 0.0066 0.0059
H -4.701489 -3.497113 -3.061483 0.0004 0.0003 0.0011
H -3.803172 -5.781596 -3.333793 -0.0014 0.0010 0.0016
H -1.381730 -6.199376 -3.074837 0.0012 0.0004 -0.0021
H 0.146909 -4.336618 -2.556380 -0.0010 -0.0003 0.0004
H 2.616886 -1.143769 -2.191024 -0.0065 -0.0052 -0.0031
H 4.176521 -0.942831 -4.102668 -0.0014 -0.0032 0.0030
H 3.346236 -1.222529 -6.412314 0.0032 0.0039 0.0015
H 0.959294 -1.718061 -6.819860 0.0000 0.0006 -0.0017
H -0.594880 -1.937298 -4.922785 0.0005 0.0062 -0.0044
H -1.514645 3.220488 -0.653128 -0.0033 -0.0056 -0.0195
H -0.295104 5.316099 -1.070884 0.0028 0.0009 -0.0011
H 2.163395 5.290422 -1.329504 -0.0017 0.0005 0.0010
H 3.400552 3.155890 -1.180746 -0.0006 -0.0035 0.0013
H 2.177564 1.042212 -0.761317 0.0067 -0.0008 -0.0006
H -1.007669 1.713645 2.025124 -0.0095 -0.0035 -0.0134
H -3.016048 2.277184 3.346017 -0.0016 -0.0057 0.0048
H -5.262274 1.702456 2.488109 0.0034 -0.0002 0.0064
H -5.502690 0.587382 0.301401 0.0022 0.0019 -0.0065
H -3.498344 0.060478 -1.044405 -0.0042 -0.0112 0.0128
Cl -1.467241 -1.824495 2.390273 -0.0136 -0.0099 0.0487
C -1.174439 -2.271638 0.670557 -0.0312 -0.0281 -0.0992
H -2.110504 -2.062880 0.155059 -0.0185 0.0132 0.0425
H -1.008454 -3.347840 0.667939 0.0141 0.0082 -0.0096
C 3.366930 1.259198 3.668711 0.0387 -0.0192 0.0580
C 2.070566 1.398762 2.850027 -0.1109 -0.0445 0.0056
N 0.938914 0.889103 3.626847 0.0709 0.1019 -0.0679
C 0.668167 1.789672 4.738052 0.0477 -0.0213 0.0238
C 1.970087 2.064933 5.531029 -0.0142 -0.0116 -0.0229
N 2.959444 1.019373 5.101470 -0.0126 0.0124 -0.0069
C 2.332517 -0.344066 5.235612 -0.0279 0.0207 0.0126
C 1.260921 -0.444949 4.127768 0.1773 -0.0182 0.0363
H 3.997643 2.146519 3.650210 -0.0051 0.0041 -0.0041
H 3.950203 0.392396 3.356906 -0.0039 0.0018 -0.0104
H 2.171903 0.809400 1.938509 -0.0653 0.0507 -0.0308
H 1.867027 2.437490 2.584806 0.0568 0.0091 -0.0083
H -0.083026 1.330546 5.380523 -0.0138 0.0189 0.0044
H 0.265264 2.730517 4.363110 -0.0133 -0.0005 0.0035
H 1.842066 1.981852 6.608801 0.0027 -0.0049 -0.0006
H 2.411454 3.033184 5.299514 -0.0073 0.0013 -0.0022
H 3.783772 1.071994 5.694283 -0.0053 -0.0103 0.0084
H 1.925790 -0.403685 6.244698 0.0157 0.0022 0.0067
H 3.121793 -1.085343 5.122606 -0.0018 -0.0017 -0.0089
H 0.363211 -0.934898 4.498031 0.0133 -0.0115 0.0195
H 1.665907 -1.030823 3.302307 -0.2475 -0.0348 -0.0817
Se 2.644055 -1.697023 0.858104 0.0892 -0.0035 0.0236
```
Positions in Å, forces in eV/Å.

## Properties
Highest occupied orbital energy (spin up / spin down)   -9.65 / -9.65 eV
Charge   +1
Relative energy (zero: lowest compared OMol25 entry of this formula, charge and spin)   0.0 kJ/mol

Atomic partial charges in e from the Mulliken method, atoms 1 to 8:
1. Ir 2.4993
2. C -1.1224
3. N 1.4699
4. P -0.4312
5. C 0.7415
6. C -0.1111
7. C -0.7980
8. C -0.4752